Version i
Density functional theory data (ωB97M-V with the def2-TZVPD basis set) for a cluster of 2 separate species, C2H4OS3 in total.

Computed properties:
LUMO level	-0.08431	Eh
HOMO level	-8.61	eV
2S+1	1
charge	0

```
10
C2H4OS3 | the OMol25 dataset | ωB97M-V with the def2-TZVPD basis set
C -1.11 -1.36 0.18
C -0.88 -0.18 -0.74
O 1.59 2.57 0.97
S -2.26 -1.16 1.31
S 2.96 0.22 0.21
S 2.89 1.89 1.17
H -0.52 -2.18 -0.15
H 0.00 -0.30 -1.36
H -0.91 0.74 -0.16
H -1.76 -0.25 -1.43
```



Version ii
Density functional theory data (ωB97M-V with the def2-TZVPD basis set) for an isolated molecule of C2H4OS3.

Computed properties:
LUMO level	0.01110	Eh
structure (SMILES)	O=CC(S)(S)S
HOMO level	-9.14	eV
2S+1	1
charge	0

```
10
C2H4OS3 | the OMol25 dataset | ωB97M-V with the def2-TZVPD basis set
O 1.54 -1.38 0.20
C 0.66 -0.69 0.58
C 0.23 0.60 0.02
S 1.27 1.29 -1.28
S -1.38 0.13 -0.85
S -0.31 1.68 1.36
H -0.05 -1.05 1.40
H 1.47 -0.04 -1.61
H -0.82 -0.79 -1.65
H 0.77 2.62 1.44
```



Version iii
Density functional theory data (ωB97M-V with the def2-TZVPD basis set) for a cluster of 2 separate species, C2H4OS3 in total.

Computed properties:
LUMO level	-0.07187	Eh
HOMO level	-8.99	eV
2S+1	1
charge	0

```
10
C2H4OS3 | the OMol25 dataset | ωB97M-V with the def2-TZVPD basis set
C -1.08 -0.33 -0.74
C 0.08 0.18 0.06
O -0.97 4.69 -1.98
S -1.73 0.44 -1.98
S 1.39 3.87 -0.47
S -0.55 3.95 -0.84
H -1.52 -1.13 -0.30
H 0.17 1.24 -0.34
H 0.88 -0.55 -0.12
H -0.05 0.21 1.12
```



Version iv
Density functional theory data (ωB97M-V with the def2-TZVPD basis set) for an isolated molecule of C2H4OS3.

Computed properties:
LUMO level	0.00568	Eh
HOMO level	-8.58	eV
2S+1	1
charge	0

```
10
C2H4OS3 | the OMol25 dataset | ωB97M-V with the def2-TZVPD basis set
C -0.27 1.30 0.32
C -0.26 -1.30 0.32
H -0.55 2.28 -0.10
H -0.51 1.28 1.39
H -0.50 -1.30 1.39
H -0.59 -2.26 -0.10
O -2.61 -0.01 0.25
S -1.30 0.01 -0.45
S 1.47 1.06 -0.04
S 1.47 -1.06 -0.04
```



Least stable structure: version iii



Version i
Density functional theory data (ωB97M-V with the def2-TZVPD basis set) for an isolated molecule of C19H32N2O2.

Computed properties:
LUMO level	0.02502	Eh
structure (SMILES)	CCCN1CCC(N(C)CCc2ccc(OC)c(OC)c2)CC1
HOMO level	-7.81	eV
2S+1	1
charge	0

```
55
C19H32N2O2 | the OMol25 dataset | ωB97M-V with the def2-TZVPD basis set
C -2.27 2.57 3.49
C -1.05 2.97 4.31
C 0.00 3.66 3.43
N 0.43 2.81 2.33
C 0.98 3.58 1.23
C 1.21 2.67 0.02
C 2.18 1.54 0.39
N 2.53 0.62 -0.68
C 3.51 1.15 -1.60
C 1.42 -0.01 -1.37
C 1.74 -1.47 -1.70
C 0.53 -2.16 -2.27
C 0.32 -2.26 -3.63
C -0.82 -2.86 -4.11
C -1.80 -3.37 -3.26
O -2.86 -3.93 -3.92
C -3.90 -4.58 -3.22
C -1.61 -3.26 -1.87
O -2.58 -3.76 -1.03
C -2.39 -3.65 0.35
C -0.44 -2.66 -1.41
C 1.60 0.80 1.60
C 1.36 1.79 2.74
H -1.97 1.93 2.66
H -2.76 3.45 3.07
H -2.99 2.03 4.10
H -1.35 3.66 5.10
H -0.63 2.08 4.78
H 0.85 3.97 4.06
H -0.45 4.56 3.01
H 0.27 4.36 0.96
H 1.93 4.06 1.51
H 0.26 2.25 -0.29
H 1.62 3.27 -0.80
H 3.13 2.00 0.71
H 4.37 1.51 -1.04
H 3.12 1.97 -2.23
H 3.85 0.35 -2.25
H 1.15 0.53 -2.29
H 0.54 0.00 -0.72
H 2.07 -1.96 -0.79
H 2.55 -1.51 -2.43
H 1.06 -1.87 -4.32
H -1.00 -2.96 -5.17
H -4.45 -3.89 -2.57
H -4.57 -4.96 -3.99
H -3.53 -5.41 -2.62
H -3.27 -4.10 0.80
H -2.32 -2.60 0.67
H -1.50 -4.19 0.69
H -0.28 -2.57 -0.35
H 0.65 0.34 1.34
H 2.30 0.02 1.92
H 0.94 1.25 3.60
H 2.33 2.23 3.06
```



Version ii
Density functional theory data (ωB97M-V with the def2-TZVPD basis set) for an isolated molecule of C19H32N2O2.

Computed properties:
LUMO level	0.02352	Eh
structure (SMILES)	C=CCCCCCCCCC(=O)NNC1=CC(=O)CC(C)(C)C1
HOMO level	-8.54	eV
2S+1	1
charge	0

```
55
C19H32N2O2 | the OMol25 dataset | ωB97M-V with the def2-TZVPD basis set
C 5.13 -0.07 -6.91
C 4.23 -1.04 -7.01
C 2.76 -0.82 -7.14
C 1.98 -1.52 -6.02
C 2.30 -0.92 -4.66
C 1.64 -1.66 -3.49
C 0.12 -1.48 -3.46
C -0.56 -2.25 -2.32
C -0.12 -1.86 -0.91
C -0.36 -0.37 -0.61
C -0.05 -0.10 0.85
O 1.04 0.24 1.27
N -1.10 -0.30 1.68
N -0.91 -0.21 3.06
C -1.74 0.55 3.85
C -2.93 1.02 3.43
C -3.85 1.73 4.30
O -4.90 2.19 3.91
C -3.43 1.82 5.76
C -1.91 1.92 5.95
C -1.58 1.89 7.44
C -1.38 3.21 5.33
C -1.27 0.70 5.26
H 6.18 -0.28 -6.83
H 4.85 0.97 -6.92
H 4.54 -2.07 -7.00
H 2.43 -1.22 -8.10
H 2.54 0.25 -7.13
H 0.91 -1.43 -6.23
H 2.23 -2.58 -6.02
H 1.99 0.13 -4.64
H 3.38 -0.94 -4.51
H 1.87 -2.72 -3.56
H 2.07 -1.28 -2.56
H -0.31 -1.83 -4.40
H -0.12 -0.41 -3.37
H -1.64 -2.11 -2.41
H -0.36 -3.32 -2.46
H 0.94 -2.08 -0.77
H -0.68 -2.47 -0.20
H -1.40 -0.11 -0.83
H 0.30 0.24 -1.21
H -1.98 -0.68 1.38
H 0.09 -0.19 3.26
H -3.24 0.93 2.40
H -3.93 2.68 6.20
H -3.81 0.93 6.26
H -0.50 1.94 7.59
H -1.95 0.98 7.91
H -2.03 2.75 7.94
H -1.85 4.07 5.81
H -0.31 3.29 5.47
H -1.60 3.26 4.27
H -0.18 0.79 5.29
H -1.54 -0.20 5.81
```



Least stable structure: version i